Record 1
Density functional theory data (the ωB97M-V functional and the def2-TZVPD basis) for a gas-phase ion, C5H9N2 (charge +1) in a non-equilibrium geometry.

## Properties
HOMO-LUMO gap, hartree: 0.346
Strongest force on any atom, hartree/bohr: 0.0951
HOMO level, eV: -15.0
Net charge: +1
Relative energy (zero: lowest compared OMol25 entry of this formula, charge and spin), kcal/mol: 144.8

Element x y z (Å)
C: -0.6700 -1.4175 2.9603
C: 0.6561 1.4035 -1.1411
C: 1.2594 -0.0192 -0.8928
C: -0.6715 0.8151 -1.3388
C: -0.2488 -0.4373 -0.6328
N: -0.7936 -0.2480 0.8378
N: -0.7920 -0.8647 1.8346
H: -1.3199 -2.2306 3.2517
H: 0.1045 -1.3588 3.6868
H: 0.5060 2.0677 -0.2477
H: 1.2515 1.9638 -1.8831
H: 1.7574 -0.3090 -1.7491
H: 1.9187 -0.0420 -0.0110
H: -1.5116 1.4106 -1.1964
H: -0.7657 0.6106 -2.4271
H: -0.6806 -1.3443 -1.0510

***

Record 2
Density functional theory data (the ωB97M-V functional and the def2-TZVPD basis) for 2 unconnected molecules or ions with the total composition C3H3ClIN in a non-equilibrium geometry.

## Properties
HOMO-LUMO gap, hartree: 0.329
Strongest force on any atom, hartree/bohr: 0.0782
HOMO level, eV: -10.2
Relative energy (zero: lowest compared OMol25 entry of this formula, charge and spin), kcal/mol: 70.7

Element x y z (Å)
C: -0.6391 1.7990 -0.2509
C: -0.0692 -0.9902 0.4684
C: 0.7569 0.0205 -0.2527
N: -1.3495 2.7033 -0.1664
Cl: 2.2912 0.5008 0.3431
I: -1.9470 -1.3485 -0.5944
H: 0.5814 -1.9753 0.3999
H: -0.1888 -0.5739 1.4024
H: 0.5639 -0.1356 -1.3494

***

Record 3
Density functional theory data (the ωB97M-V functional and the def2-TZVPD basis) for a molecular structure, C32H51N4OP2STi in a non-equilibrium geometry.

## Properties
HOMO-LUMO gap (alpha / beta), hartree: 0.211 / 0.290
Spin multiplicity: 3
Strongest force on any atom, hartree/bohr: 0.0728
HOMO level (alpha / beta), eV: -8.1 / -10.4
Net charge: +1
Relative energy (zero: lowest compared OMol25 entry of this formula, charge and spin), kcal/mol: 11.0

Element x y z (Å)
C: -1.9333 -1.9889 -0.6886
C: 0.1614 -1.6742 -1.7085
C: -2.2733 -2.9547 -1.6281
C: -0.1406 -2.5889 -2.6987
C: -1.3764 -3.2384 -2.6519
H: -3.2586 -3.4201 -1.5657
H: 0.5772 -2.7545 -3.5050
H: -1.6502 -3.9171 -3.4529
N: -0.6926 -1.4497 -0.6792
P: -2.5249 0.2999 0.8305
P: 2.2687 -0.7003 -0.0096
C: -2.9309 -1.4352 0.3086
H: -3.9439 -1.4567 -0.1238
H: -2.9412 -2.0789 1.2042
C: 0.3088 1.3701 2.2256
O: 0.1366 2.4664 2.7391
C: 1.3674 -0.7628 -1.7436
H: 2.1038 -1.0916 -2.4858
C: 3.7100 0.5103 -0.2470
C: 2.8912 -2.4224 0.3793
C: -3.2726 1.3973 -0.5162
C: -3.4347 0.4560 2.4713
C: 3.2830 1.8678 0.3485
H: 3.1052 1.7994 1.4302
H: 4.1001 2.5873 0.1796
H: 2.3792 2.2716 -0.1215
C: 4.9687 0.0504 0.4998
H: 4.7936 -0.0438 1.5771
H: 5.3690 -0.8915 0.1102
H: 5.7436 0.8182 0.3576
C: 4.0557 0.7039 -1.7347
H: 5.0053 1.2593 -1.7926
H: 4.1971 -0.2428 -2.2696
H: 3.2941 1.2937 -2.2594
C: 3.5253 -2.4215 1.7986
H: 3.0891 -1.6400 2.4365
H: 3.3137 -3.3819 2.2909
H: 4.6147 -2.2914 1.7735
C: 1.7049 -3.4039 0.4036
H: 0.8957 -3.0541 1.0556
H: 1.2991 -3.5832 -0.5974
H: 2.0608 -4.3659 0.8009
C: 3.9074 -2.8562 -0.7072
H: 4.0205 -2.1437 -1.5371
H: 4.9013 -3.0317 -0.2690
H: 3.5794 -3.8079 -1.1518
C: -3.1854 1.8676 3.0455
H: -3.3682 1.8442 4.1313
H: -2.1558 2.2171 2.8937
H: -3.8716 2.6160 2.6240
C: -2.8604 -0.5900 3.4375
H: -2.9919 -1.6104 3.0675
H: -1.7971 -0.4337 3.6495
H: -3.4091 -0.5016 4.3851
C: -4.9595 0.2301 2.3429
H: -5.3335 -0.1476 3.3079
H: -5.5037 1.1663 2.1433
H: -5.2317 -0.5147 1.5811
C: -2.6351 1.1151 -1.8995
H: -3.4096 1.2055 -2.6768
H: -1.8357 1.8328 -2.1217
H: -2.2143 0.1091 -1.9929
C: -2.9571 2.8512 -0.1140
H: -1.8907 2.9791 0.1289
H: -3.1813 3.5002 -0.9726
H: -3.5574 3.1931 0.7383
C: -4.7880 1.1748 -0.6381
H: -5.0419 0.1270 -0.8482
H: -5.3423 1.5072 0.2451
H: -5.1497 1.7735 -1.4866
Ti: -0.0624 0.1900 0.5444
N: 0.3423 1.3070 -0.9457
C: 0.8751 0.6939 -1.9654
C: 0.9671 1.3105 -3.2970
C: 0.9129 2.7157 -3.3905
C: 1.1144 0.5458 -4.4732
C: 1.0584 3.3453 -4.6287
H: 0.7787 3.2859 -2.4666
C: 1.2213 1.1808 -5.7110
H: 1.1423 -0.5436 -4.4025
C: 1.2108 2.5788 -5.7931
H: 1.0600 4.4356 -4.6709
H: 1.3263 0.5818 -6.6167
H: 1.3165 3.0773 -6.7572
N: 0.5365 -1.1473 5.4316
C: 0.4812 -0.0432 4.6831
N: 0.0404 1.0999 5.1894
S: 1.1470 -0.1035 3.0112
H: 0.1932 -1.1707 6.3893
H: 0.9097 -2.0134 5.0570
H: 0.0923 1.9578 4.6369
H: -0.3513 1.1461 6.1279

***

Record 4
Density functional theory data (the ωB97M-V functional and the def2-TZVPD basis) for 8 unconnected molecules or ions with the total composition C32H40F24O16 in a non-equilibrium geometry.

## Properties
HOMO-LUMO gap, hartree: 0.413
Strongest force on any atom, hartree/bohr: 0.1016
HOMO level, eV: -11.2
Relative energy (zero: lowest compared OMol25 entry of this formula, charge and spin), kcal/mol: 109.3

Element x y z (Å)
C: 23.0267 23.8723 -22.5641
C: 23.7962 24.9582 -21.7901
O: 23.1793 24.9384 -20.5003
C: 22.7763 26.0887 -19.8434
O: 22.7148 27.1972 -20.3390
C: 22.1056 25.8292 -18.4958
F: 22.2195 24.5501 -18.1875
F: 22.6557 26.6729 -17.5756
F: 20.7832 26.1537 -18.5578
H: 23.1312 23.9452 -23.6466
H: 21.9770 23.8464 -22.2718
H: 23.4552 22.9198 -22.2523
H: 23.5298 25.9471 -22.1630
H: 24.8730 24.7890 -21.7803
C: 15.2916 22.6051 -19.1354
C: 14.0181 22.4343 -19.9666
O: 14.0542 21.1100 -20.3521
C: 13.0903 20.6420 -21.1332
O: 12.0597 21.2186 -21.4250
C: 13.3177 19.1708 -21.6816
F: 12.5182 18.3759 -21.0345
F: 12.9594 19.1270 -22.9436
F: 14.5805 18.6724 -21.6181
H: 16.2512 22.2676 -19.5269
H: 15.2222 22.2406 -18.1104
H: 15.4404 23.6342 -18.8086
H: 13.8778 23.0493 -20.8555
H: 13.1208 22.6560 -19.3890
C: 12.8227 26.4942 -25.1884
C: 13.0518 27.7596 -24.2628
O: 14.3359 27.8133 -23.7092
C: 14.9225 28.9972 -23.3553
O: 14.2260 29.9205 -23.1705
C: 16.4760 29.1101 -23.1260
F: 16.7332 28.9948 -21.8086
F: 17.0927 28.1505 -23.8154
F: 16.8959 30.2867 -23.5347
H: 13.3246 26.5022 -26.1560
H: 11.7684 26.2622 -25.3389
H: 13.1464 25.6663 -24.5576
H: 12.4857 27.5428 -23.3569
H: 12.7506 28.7016 -24.7210
C: 11.2761 19.9317 -12.0514
C: 11.1156 19.9718 -10.5661
O: 10.8275 18.7716 -9.8466
C: 10.2052 18.9658 -8.6040
O: 9.7216 20.0133 -8.2352
C: 10.2886 17.7281 -7.6219
F: 9.0652 17.3718 -7.3009
F: 10.9750 16.6631 -8.0934
F: 10.9088 18.1576 -6.4889
H: 10.3481 19.7642 -12.5981
H: 11.8489 19.0697 -12.3933
H: 11.8164 20.8100 -12.4047
H: 10.4509 20.8106 -10.3596
H: 12.1079 20.2433 -10.2060
C: 4.9327 20.8922 -22.2175
C: 3.4548 20.8958 -21.8724
O: 2.7728 20.4781 -23.0737
C: 1.4360 20.6354 -23.3225
O: 0.7744 21.3949 -22.6389
C: 0.8352 19.9965 -24.6162
F: -0.1940 20.6972 -24.9542
F: 1.7426 19.9392 -25.5850
F: 0.4767 18.7191 -24.4412
H: 5.5687 21.2965 -21.4299
H: 5.0869 21.4961 -23.1117
H: 5.2832 19.8721 -22.3742
H: 3.2154 21.9423 -21.6834
H: 3.3360 20.2290 -21.0184
C: 20.6847 17.4595 -20.2922
C: 21.8276 16.8522 -21.2004
O: 22.3853 15.7732 -20.5244
C: 23.3822 15.0107 -21.0277
O: 23.9033 15.2422 -22.0769
C: 23.7233 13.7639 -20.1251
F: 24.7632 13.9858 -19.4136
F: 22.6536 13.4290 -19.3351
F: 24.0213 12.6953 -20.8502
H: 19.9142 16.7051 -20.1334
H: 20.1917 18.3256 -20.7337
H: 21.1157 17.7830 -19.3447
H: 22.5539 17.6276 -21.4439
H: 21.5528 16.5208 -22.2018
C: 18.1207 11.5395 -24.8233
C: 19.3313 10.6770 -24.6648
O: 19.1853 9.4371 -25.4288
C: 19.3084 9.3593 -26.7786
O: 19.7626 10.2897 -27.4252
C: 18.9490 7.9798 -27.3612
F: 17.6930 8.0670 -27.7499
F: 19.7289 7.7283 -28.4266
F: 19.0021 7.0138 -26.4161
H: 18.1393 12.3532 -24.0984
H: 17.3175 10.8091 -24.7255
H: 18.0335 11.9187 -25.8415
H: 19.4150 10.3770 -23.6203
H: 20.2270 11.2404 -24.9260
C: 22.5040 24.3290 -9.9223
C: 21.1082 23.8153 -9.5914
O: 20.1601 24.7985 -10.0073
C: 18.9230 24.3295 -10.3270
O: 18.6238 23.1138 -10.1904
C: 18.0674 25.4874 -10.7946
F: 18.7630 26.4954 -11.2348
F: 17.2758 25.0377 -11.7735
F: 17.4015 25.9007 -9.7216
H: 22.7087 25.2911 -9.4526
H: 22.6866 24.4420 -10.9909
H: 23.2469 23.5976 -9.6040
H: 20.8814 23.7031 -8.5311
H: 20.9488 22.8424 -10.0564

***

Record 5
Density functional theory data (the ωB97M-V functional and the def2-TZVPD basis) for 4 unconnected molecules or ions with the total composition C3H11O5 in a non-equilibrium geometry.

## Properties
HOMO-LUMO gap, hartree: 0.310
Strongest force on any atom, hartree/bohr: 0.0411
HOMO level, eV: -4.8
Net charge: -1
Relative energy (zero: lowest compared OMol25 entry of this formula, charge and spin), kcal/mol: 16.9

Element x y z (Å)
O: -1.6201 -2.1457 -2.2886
C: -1.2377 -1.4977 -1.2996
O: -2.0386 -1.3136 -0.2995
C: 0.1992 -0.9752 -1.4056
C: 1.0440 -0.9069 -0.1221
H: 0.6812 -1.6852 -2.0823
H: 0.1600 0.0139 -1.8766
H: 1.2902 -1.9481 0.0494
H: 1.9015 -0.2290 -0.1991
H: 0.4595 -0.4586 0.6623
H: -1.6440 -0.2574 0.5400
H: -2.2402 0.5863 1.7768
O: -1.4874 0.6283 1.1761
H: -0.6991 1.5903 0.2209
H: -1.3016 2.8296 -0.4611
O: -0.4563 2.4531 -0.2538
H: 2.6547 0.5094 1.6414
H: 1.7049 1.3909 2.2401
O: 2.6299 1.4157 1.9814

***

Record 6
Density functional theory data (the ωB97M-V functional and the def2-TZVPD basis) for a molecular structure, C7H10O2S2 in a non-equilibrium geometry.

## Properties
HOMO-LUMO gap, hartree: 0.313
Strongest force on any atom, hartree/bohr: 0.0971
HOMO level, eV: -7.9
Relative energy (zero: lowest compared OMol25 entry of this formula, charge and spin), kcal/mol: 18.8

Element x y z (Å)
C: -2.3513 -0.3860 -1.2199
C: -1.2141 0.4127 -1.2725
C: -2.8457 -0.5075 0.0810
C: -0.7242 0.8242 -0.0385
C: 0.7548 -2.2295 1.1356
C: 0.4531 1.6027 0.1737
C: 1.9792 0.3985 0.5695
O: 0.9725 2.3662 -0.8538
O: 3.0350 0.9764 0.0853
S: -1.8557 0.2952 1.2012
S: 1.4280 -1.2334 -0.2262
H: -2.8796 -0.6795 -2.1695
H: -0.5922 0.3983 -2.1906
H: -3.7254 -0.8797 0.3927
H: 0.7386 -3.2938 0.8052
H: -0.3115 -1.9184 1.1152
H: 1.1786 -2.0800 2.1277
H: 0.4253 2.2923 1.0203
H: 2.1461 0.0141 1.6390
H: 0.7283 1.9672 -1.7205
H: 2.6601 1.6602 -0.6550

***

Record 7
Density functional theory data (the ωB97M-V functional and the def2-TZVPD basis) for a molecular structure, C12H36NiO6 in a non-equilibrium geometry.

## Properties
HOMO-LUMO gap (alpha / beta), hartree: 0.259 / 0.080
Spin multiplicity: 3
Strongest force on any atom, hartree/bohr: 0.0555
HOMO level (alpha / beta), eV: -15.1 / -15.0
Net charge: +2
Relative energy (zero: lowest compared OMol25 entry of this formula, charge and spin), kcal/mol: 235.0

Element x y z (Å)
Ni: 0.4283 0.0214 -0.2732
C: 1.2896 -5.5078 -0.4488
C: 2.0762 -4.3079 0.1555
O: 1.7177 -3.2148 -0.7117
H: 1.0804 -5.3397 -1.5053
H: 0.3917 -5.7521 0.1189
H: 1.9948 -6.2965 -0.1866
H: 3.1638 -4.3017 0.2268
H: 1.6982 -4.1358 1.1632
H: 1.9689 -3.5553 -1.5734
C: 1.2785 2.6377 -5.1762
C: 1.5771 3.0297 -3.7660
O: 1.9610 1.7927 -3.1657
H: 0.6335 1.7619 -5.2458
H: 2.1511 2.2381 -5.6929
H: 0.7095 3.3424 -5.7827
H: 0.7206 3.5581 -3.3472
H: 2.3087 3.8234 -3.9175
H: 2.7717 1.5978 -3.6415
C: -2.3598 -1.8650 4.9684
C: -1.6321 -2.5006 3.8109
O: -1.7282 -1.7359 2.6446
H: -3.4082 -1.8748 4.6704
H: -2.0634 -0.8407 5.1944
H: -2.3539 -2.3891 5.9241
H: -1.8597 -3.5635 3.7303
H: -0.6082 -2.4411 4.1797
H: -2.6413 -1.4860 2.4856
C: -2.7917 -2.7864 -4.2453
C: -3.0541 -2.0255 -2.9698
O: -2.1797 -0.8869 -2.8961
H: -1.7553 -3.0441 -4.4635
H: -3.2462 -2.3021 -5.1096
H: -3.2785 -3.7555 -4.1356
H: -2.9068 -2.7552 -2.1736
H: -4.1095 -1.7758 -2.8606
H: -2.4793 -0.1935 -3.4886
C: -1.9379 5.2094 0.5780
C: -0.9945 4.0941 1.0521
O: -1.4295 2.8432 0.6719
H: -2.9793 4.9400 0.7541
H: -1.9145 5.3401 -0.5039
H: -1.9708 6.1396 1.1452
H: -0.8314 4.1811 2.1263
H: -0.0062 4.2630 0.6244
H: -2.3658 2.6920 0.8205
C: 3.5264 2.6665 3.6728
C: 2.7985 1.3836 3.4648
O: 2.7146 1.1697 2.0697
H: 3.6722 2.7799 4.7470
H: 2.9810 3.5470 3.3331
H: 4.4911 2.7414 3.1709
H: 1.8205 1.3091 3.9404
H: 3.3624 0.6367 4.0236
H: 3.5976 0.8936 1.8137